Record 1
DFT (the ωB97M-V functional and the def2-TZVPD basis) results for C3H4ClFO in the gas phase.

Geometry (Å):
C 0.2051 -0.4904 -1.2044
C 0.4018 0.2340 0.1016
F 0.8681 1.4518 -0.1511
O 0.8017 -0.3066 1.3064
C -0.5389 0.1277 1.1624
Cl -1.0647 1.5489 2.0637
H 1.0958 -0.4141 -1.7609
H -0.6239 0.0724 -1.5919
H -0.0055 -1.4794 -0.9385
H -1.1395 -0.7443 1.0127

As for the SMILES: C[C@]1(F)O[C@H]1Cl. For the energy, the calculation gives -20461.80947 eV. The total charge is 0. The calculation puts the energy relative to the best compared isomer or geometry (same formula, charge and spin) at 20.92 kcal per mole. The value obtained for the HOMO energy is -10.65 eV.

***

Record 2
DFT (the ωB97M-V functional and the def2-TZVPD basis) results for 2 unconnected molecules or ions with the total composition C3H4ClI.

Geometry (Å):
Cl -0.7805 -2.5571 0.3438
C -0.9793 -0.8511 0.0075
C -1.6931 0.2242 -0.1234
C -0.2262 0.3735 -0.3952
H -2.6253 0.8333 -0.0186
H 0.0268 0.4062 -1.5285
H 0.4771 0.9381 0.3008
I 3.6296 0.1424 0.4714
H 2.1709 0.4905 0.9422

As for the SMILES: ClC1=CC1.I. For the energy, the calculation gives -23795.66232 eV. The total charge is 0. The calculation puts the energy relative to the best compared isomer or geometry (same formula, charge and spin) at 51.02 kcal per mole. The value obtained for the HOMO energy is -9.56 eV.

***

Record 3
DFT (the ωB97M-V functional and the def2-TZVPD basis) results for C3H4ClN in the gas phase.

Geometry (Å):
C -0.9612 0.1802 0.3114
C 0.3550 0.2053 -0.4687
Cl 1.1612 1.7556 0.0751
C 1.1578 -1.0425 -0.1150
N 1.8030 -1.9188 0.1816
H -0.9190 -0.2439 1.3671
H -1.6262 -0.5325 -0.2276
H -1.2767 1.3089 0.3701
H 0.3061 0.2877 -1.4940

As for the SMILES: C[C@@H](Cl)C#N. For the energy, the calculation gives -17187.40341 eV. The total charge is 0. The calculation puts the energy relative to the best compared isomer or geometry (same formula, charge and spin) at 7.64 kcal per mole. The value obtained for the HOMO energy is -11.47 eV.

***

Record 4
DFT (the ωB97M-V functional and the def2-TZVPD basis) results for C3H4ClNO in the gas phase.

Geometry (Å):
C -0.4832 1.0768 2.3804
C 0.6657 -0.7900 -1.1218
C -0.4503 0.1424 -0.9276
N -1.1438 0.1165 2.1571
O 0.3477 1.8398 2.6331
Cl -1.6556 -0.1989 0.0995
H 1.2115 -0.5852 -2.1108
H 1.5189 -0.9016 -0.4727
H 0.4016 -1.9016 -1.3551
H -0.4125 1.2018 -1.2820

For the energy, the calculation gives -19231.69942 eV. The total charge is 0. The calculation puts the energy relative to the best compared isomer or geometry (same formula, charge and spin) at 93.98 kcal per mole. The value obtained for the HOMO energy (alpha / beta) is -9.16 / -8.80 eV.